No. 1
The following is a DFT calculation (ωB97M-V/def2-TZVPD) of 7 unconnected molecules or ions with the total composition C27H54BClNO19.

Geometry (Å):
C 3.5515 -1.0504 1.4397
C 2.5154 -1.0875 0.2958
B 1.1000 -1.3851 0.8697
O 0.9829 -2.2837 1.8924
C -0.2654 -0.5963 0.4241
C -1.2939 -1.4765 -0.3494
Cl -0.5006 -2.9968 -0.8789
C -2.6287 -1.8037 0.3203
C -2.5720 -2.5549 1.6503
C 0.0037 0.7211 -0.3319
C -1.1326 1.6511 0.1245
C -1.2955 1.1862 1.5270
N -0.8628 -0.0046 1.6747
H 3.2332 -0.3291 2.1959
H 4.5186 -0.7156 1.0690
H 3.6694 -2.0203 1.9180
H 2.5815 -0.1371 -0.2360
H 2.7725 -1.8700 -0.4270
H 0.1044 -2.6728 2.0103
H -1.5097 -0.9458 -1.2747
H -3.2167 -0.8847 0.4011
H -3.1661 -2.4304 -0.3920
H -3.5171 -3.0678 1.8202
H -2.4404 -1.9039 2.5158
H -1.8052 -3.3323 1.6395
H 0.0848 0.6029 -1.4092
H 0.9348 1.1597 0.0263
H -0.9310 2.7189 0.0628
H -2.0926 1.4251 -0.3586
H -1.7134 1.7505 2.3531
H -0.8629 -0.5061 2.5557
C 6.8518 3.1608 4.8232
O 5.8006 2.3446 4.2815
C 4.5793 2.7064 4.6564
O 4.2935 3.6271 5.3742
O 3.7009 1.8668 4.0915
C 2.3388 2.1359 4.4270
H 7.7735 2.7436 4.4314
H 6.7345 4.1933 4.5013
H 6.8460 3.1142 5.9098
H 2.0486 3.1341 4.1000
H 2.1696 2.0321 5.4972
H 1.7607 1.3818 3.8953
C -4.0949 -5.2180 -7.4945
O -3.6177 -5.0563 -6.1498
C -2.7430 -4.0690 -5.9986
O -2.3383 -3.3338 -6.8597
O -2.3823 -4.0190 -4.7092
C -1.4324 -2.9933 -4.4167
H -4.7965 -6.0456 -7.4661
H -4.6012 -4.3145 -7.8289
H -3.2698 -5.4470 -8.1649
H -1.8405 -2.0139 -4.6664
H -0.5117 -3.1464 -4.9774
H -1.2408 -3.0687 -3.3498
C 0.0846 -0.5607 9.5432
O 1.1929 -1.3629 9.1181
C 1.7900 -0.9475 8.0085
O 1.4702 0.0117 7.3479
O 2.8057 -1.7638 7.7420
C 3.5602 -1.4212 6.5750
H -0.2814 -1.0299 10.4503
H 0.4083 0.4575 9.7484
H -0.6934 -0.5515 8.7822
H 3.9999 -0.4310 6.6802
H 2.9286 -1.4477 5.6882
H 4.3401 -2.1722 6.5022
C 4.3211 -0.6416 -4.4253
O 4.6382 -0.3538 -3.0560
C 5.4429 0.6998 -2.8956
O 5.8817 1.3888 -3.7763
O 5.6704 0.8589 -1.5906
C 6.5308 1.9639 -1.2774
H 3.6739 -1.5129 -4.3973
H 3.8059 0.2002 -4.8837
H 5.2251 -0.8642 -4.9876
H 6.0915 2.8985 -1.6203
H 7.5066 1.8290 -1.7384
H 6.6222 1.9626 -0.1955
C -10.3315 -2.4169 -8.0236
O -9.3325 -2.0817 -7.0504
C -8.7378 -3.1314 -6.4921
O -8.9646 -4.2881 -6.7335
O -7.8365 -2.6854 -5.6119
C -7.1299 -3.7221 -4.9279
H -10.7175 -1.4681 -8.3815
H -9.8902 -2.9801 -8.8433
H -11.1268 -3.0017 -7.5664
H -6.5801 -4.3458 -5.6303
H -7.8127 -4.3406 -4.3482
H -6.4336 -3.2202 -4.2619
C -1.1002 7.5226 -1.0493
O -0.3301 7.8382 0.1166
C 0.1267 6.7943 0.7924
O -0.0563 5.6322 0.5088
O 0.8230 7.2372 1.8326
C 1.3933 6.2235 2.6643
H -1.3878 8.4787 -1.4733
H -0.4998 6.9598 -1.7610
H -1.9849 6.9501 -0.7775
H 2.0878 5.6079 2.0951
H 0.6113 5.5989 3.0939
H 1.9202 6.7533 3.4509

Values from the calculation:
**Frontier orbital gap**: 8.1 eV
**ΔE to the lowest compared entry with this formula, charge and spin**: 0.0 kJ/mol
**LUMO energy**: -4.13 eV
**E_HOMO**: -12.2 eV
**Net charge**: +1

=====

No. 2
The following is a DFT calculation (ωB97M-V/def2-TZVPD) of 2 unconnected molecules or ions with the total composition C7H10N4O2.

Geometry (Å):
C -1.8587 -0.4371 -1.2626
C 1.2820 -2.7427 0.2130
C 0.2990 -1.9959 -0.2884
C 1.0131 1.5962 0.5875
C 1.2450 0.0198 0.6420
C -0.5402 1.6481 -1.0885
C -0.6898 0.1521 -0.8447
N -2.6777 -1.1260 -1.7061
N 0.7432 2.1352 -0.7344
N 0.2289 -0.6472 -0.2145
N -2.1349 0.2448 1.1821
O -2.7404 1.2899 1.2454
O -2.2228 -0.7011 1.9131
H 1.3362 -3.8455 0.2175
H 2.1569 -2.2447 0.5901
H -0.4983 -2.5158 -0.7625
H 0.3104 1.9243 1.3206
H 1.8627 1.9151 1.0531
H 2.1875 -0.2131 0.2582
H 1.1418 -0.2995 1.7129
H -0.6550 1.8405 -2.1359
H -1.2983 2.2415 -0.5895
H 1.5092 1.7613 -1.3085

Values from the calculation:
**Frontier orbital gap (spin up / spin down)**: 6.0 / 8.0 eV
**ΔE to the lowest compared entry with this formula, charge and spin**: 679.8 kJ/mol
**LUMO energy (spin up / spin down)**: -1.58 / -1.09 eV
**E_HOMO (spin up / spin down)**: -7.5 / -9.1 eV

=====

No. 3
The following is a DFT calculation (ωB97M-V/def2-TZVPD) of C5H8O in the gas phase.

Geometry (Å):
C -2.9630 -0.8181 -1.1338
C -2.2083 -0.4550 -0.2684
C -1.1779 0.0074 0.6639
C 0.1585 0.0520 -0.0674
O 1.1164 0.6454 0.7692
C 2.4159 0.4654 0.2672
H -3.6366 -1.1437 -1.8953
H -1.1003 -0.6548 1.5323
H -1.4192 1.0046 1.0466
H 0.4582 -0.9739 -0.3336
H 0.0467 0.6151 -1.0068
H 2.6808 -0.6031 0.2381
H 2.5237 0.8762 -0.7500
H 3.1052 0.9825 0.9380

Values from the calculation:
**Frontier orbital gap**: 11.1 eV
**ΔE to the lowest compared entry with this formula, charge and spin**: 244.3 kJ/mol
**LUMO energy**: 1.04 eV
**E_HOMO**: -10.0 eV
**SMILES**: C#CCCOC

=====

No. 4
The following is a DFT calculation (ωB97M-V/def2-TZVPD) of a molecular structure, C29H30FGeN2O3Pt.

Geometry (Å):
Pt 0.3822 0.1573 -0.6524
C 2.7014 2.5098 1.9892
C 1.6818 2.2028 0.9280
O 1.4894 0.9464 0.8030
C 1.0522 3.2410 0.1891
C 1.5734 4.5627 0.3360
C 1.0665 5.6236 -0.3429
C -0.0283 5.4181 -1.2113
C -0.5823 4.1825 -1.3671
C -0.0774 3.0448 -0.6842
O -0.6970 1.9269 -0.8647
H 2.9677 1.5866 2.4967
H 2.3207 3.2348 2.7071
H 3.5979 2.9337 1.5338
H 2.4097 4.7252 1.0004
H 1.4911 6.6093 -0.2195
H -0.4361 6.2562 -1.7627
H -1.4274 4.0173 -2.0218
C -1.3565 -4.1257 -1.8882
N -0.9137 -2.7671 -1.6264
C -1.1814 -1.7183 -2.4097
N -1.8704 -1.9121 -3.5432
O -0.8200 -0.5363 -2.1466
H -0.9492 -4.7739 -1.1180
H -0.9883 -4.4788 -2.8519
H -2.4457 -4.2051 -1.8568
H -0.4186 -2.5483 -0.7761
H -2.2788 -2.7971 -3.7816
H -2.1257 -1.0967 -4.0739
F 4.8366 2.0380 -4.0298
C 4.1191 1.2136 -3.2573
C 3.0897 0.4913 -3.8208
C 2.3531 -0.3567 -3.0060
C 2.6350 -0.4835 -1.6409
C 1.7729 -1.3235 -0.7543
C 3.7014 0.2661 -1.1149
C 4.4453 1.1097 -1.9119
H 2.8766 0.5937 -4.8758
H 1.5425 -0.9291 -3.4412
H 2.2286 -1.5251 0.2125
H 1.4499 -2.2384 -1.2395
H 3.9444 0.1659 -0.0640
H 5.2747 1.6834 -1.5203
Ge -1.1676 -0.0080 1.2870
C -3.0249 -0.5340 1.0148
C -3.8772 0.1275 1.9037
C -5.2334 -0.1611 1.9451
C -5.7652 -1.1110 1.0849
C -4.9318 -1.7708 0.1940
C -3.5733 -1.4852 0.1610
C -0.2693 -1.2188 2.5092
C -0.5471 -2.5841 2.4465
C 0.0644 -3.4713 3.3208
C 0.9549 -2.9964 4.2745
C 1.2281 -1.6373 4.3553
C 0.6204 -0.7534 3.4744
H -1.1520 1.4420 1.7701
H -3.4874 0.8853 2.5757
H -5.8729 0.3620 2.6435
H -6.8236 -1.3342 1.1075
H -5.3411 -2.5147 -0.4780
H -2.9475 -2.0283 -0.5315
H -1.2697 -2.9607 1.7276
H -0.1625 -4.5283 3.2694
H 1.4268 -3.6844 4.9637
H 1.9098 -1.2664 5.1097
H 0.8352 0.3065 3.5510

Values from the calculation:
**Frontier orbital gap**: 7.6 eV
**ΔE to the lowest compared entry with this formula, charge and spin**: 53.2 kJ/mol
**LUMO energy**: -3.23 eV
**E_HOMO**: -10.8 eV
**Net charge**: +1

=====

No. 5
The following is a DFT calculation (ωB97M-V/def2-TZVPD) of a molecular structure, Cl2NaO8.

Geometry (Å):
Na 8.1829 2.1653 -8.2708
Cl 10.8864 0.9089 -7.6847
O 12.0740 1.5135 -7.9872
O 9.5903 1.5916 -8.0230
O 10.9102 -0.3397 -8.4657
O 11.0001 0.4738 -6.2584
Cl 7.9512 -0.5902 -7.2641
O 8.4376 -1.9333 -7.3749
O 8.0730 0.1838 -8.4870
O 6.4613 -0.8299 -7.0947
O 8.3929 0.1974 -6.1837

Values from the calculation:
**Frontier orbital gap**: 7.2 eV
**ΔE to the lowest compared entry with this formula, charge and spin**: 426.8 kJ/mol
**LUMO energy**: 1.72 eV
**E_HOMO**: -5.5 eV
**Net charge**: -1

=====

Which formula does entry 5 have?
Cl2NaO8